1.
2 unconnected molecules or ions with the total composition C4H14N2O in a non-equilibrium geometry, computed with ωB97M-V with the def2-TZVPD basis set.

Computed properties:
ΔE to the lowest compared entry with this formula, charge and spin = 1.431 eV
HOMO-LUMO gap = 9.9062 eV
HOMO energy = -8.99 eV
Electronic energy = -345.523582 a.u.
Molar mass = 106.2 Da
SMILES = NCCCCN.O
Charge = 0
Multiplicity = 1

CARTESIAN COORDINATES (ANGSTROEM)
N 0.027 1.560 -1.776
C 0.013 1.792 -0.323
C -1.237 1.271 0.398
C -1.442 -0.231 0.267
C -0.205 -1.101 0.552
N 0.153 -1.220 1.957
H 0.723 2.102 -2.209
H -0.868 1.828 -2.159
H 0.875 1.307 0.087
H 0.121 2.862 -0.099
H -2.071 1.903 0.100
H -0.942 1.434 1.440
H -2.148 -0.516 1.054
H -1.973 -0.567 -0.622
H 0.547 -0.864 -0.197
H -0.474 -2.129 0.284
H 0.582 -0.409 2.389
H -0.695 -1.357 2.472
O 2.947 -2.678 -0.834
H 3.443 -1.904 -1.132
H 2.626 -3.081 -1.648

2.
2 unconnected molecules or ions with the total composition C4H14N2O in a non-equilibrium geometry, computed with ωB97M-V with the def2-TZVPD basis set.

Computed properties:
ΔE to the lowest compared entry with this formula, charge and spin = 1.937 eV
HOMO-LUMO gap = 10.2973 eV
HOMO energy = -9.51 eV
Electronic energy = -345.505011 a.u.
Molar mass = 106.2 Da
SMILES = CC[C@@H](N)CN.O
Charge = 0
Multiplicity = 1

CARTESIAN COORDINATES (ANGSTROEM)
C -0.301 2.015 -1.195
C -0.592 1.413 0.179
C -0.243 -0.047 0.491
N 1.189 -0.241 -0.081
C -0.282 -0.325 1.990
N -0.330 -1.733 2.350
H -1.039 1.764 -1.946
H 0.666 1.638 -1.618
H -0.103 3.091 -1.162
H 0.088 1.807 0.949
H -1.552 1.791 0.530
H -0.853 -0.823 -0.157
H 1.562 -1.163 0.112
H 1.911 0.322 0.419
H -1.305 0.176 2.238
H 0.339 0.390 2.608
H 0.528 -2.149 2.684
H -0.845 -1.643 3.235
O 0.229 -0.974 -3.348
H 1.141 -1.157 -3.381
H 0.117 -0.773 -2.400

3.
2 unconnected molecules or ions with the total composition C4H14N2O in a non-equilibrium geometry, computed with ωB97M-V with the def2-TZVPD basis set.

Computed properties:
ΔE to the lowest compared entry with this formula, charge and spin = 1.129 eV
HOMO-LUMO gap (alpha / beta) = 4.6265 / 9.9288 eV
HOMO energy (alpha / beta) = -8.29 / -13.61 eV
Electronic energy = -345.202560 a.u.
Molar mass = 106.2 Da
Expectation value of S² = 0.75
Charge = +1
Multiplicity = 2

CARTESIAN COORDINATES (ANGSTROEM)
C 0.206 1.620 -0.536
C -0.614 0.522 -1.331
C 0.049 -0.886 -1.443
C 0.627 -2.775 -0.155
N 0.773 -1.494 -0.244
N -0.465 2.078 0.752
H 1.196 1.344 -0.305
H 0.178 2.465 -1.264
H -1.636 0.403 -0.834
H -0.824 0.932 -2.323
H -0.701 -1.499 -1.842
H 0.857 -0.752 -2.168
H 0.013 -3.380 -0.877
H 1.061 -3.397 0.662
H 1.179 -0.842 0.404
H -1.467 2.277 0.634
H -0.070 2.830 1.274
H -0.376 1.258 1.431
H -0.802 -0.243 2.877
H 0.771 -0.170 2.975
O 0.046 -0.289 2.314